{
  "formula": "C102H210F15N8O12S2",
  "method": "the ωB97M-V functional and the def2-TZVPD basis",
  "fmax_ev_per_a": 5.11,
  "charge": 3,
  "homo_lumo_gap_ev": 2.4,
  "lumo_energy_ev": -5.754,
  "homo_energy_ev": -8.148,
  "energy_ha": -7646.15368,
  "elements": ["C", "C", "C", "C", "N", "C", "C", "C", "C", "C", "C", "C", "H", "H", "H", "H", "H", "H", "H", "H", "H", "H", "H", "H", "H", "H", "H", "H", "H", "H", "H", "H", "H", "H", "H", "H", "C", "C", "C", "C", "N", "C", "C", "C", "C", "C", "C", "C", "H", "H", "H", "H", "H", "H", "H", "H", "H", "H", "H", "H", "H", "H", "H", "H", "H", "H", "H", "H", "H", "H", "H", "H", "C", "C", "C", "C", "N", "C", "C", "C", "C", "C", "C", "C", "H", "H", "H", "H", "H", "H", "H", "H", "H", "H", "H", "H", "H", "H", "H", "H", "H", "H", "H", "H", "H", "H", "H", "H", "C", "C", "C", "C", "N", "C", "C", "C", "C", "C", "C", "C", "H", "H", "H", "H", "H", "H", "H", "H", "H", "H", "H", "H", "H", "H", "H", "H", "H", "H", "H", "H", "H", "H", "H", "H", "C", "C", "C", "C", "N", "C", "C", "C", "C", "C", "C", "C", "H", "H", "H", "H", "H", "H", "H", "H", "H", "H", "H", "H", "H", "H", "H", "H", "H", "H", "H", "H", "H", "H", "H", "H", "C", "C", "C", "C", "N", "C", "C", "C", "C", "C", "C", "C", "H", "H", "H", "H", "H", "H", "H", "H", "H", "H", "H", "H", "H", "H", "H", "H", "H", "H", "H", "H", "H", "H", "H", "H", "C", "C", "C", "C", "N", "C", "C", "C", "C", "C", "C", "C", "H", "H", "H", "H", "H", "H", "H", "H", "H", "H", "H", "H", "H", "H", "H", "H", "H", "H", "H", "H", "H", "H", "H", "H", "C", "C", "C", "C", "N", "C", "C", "C", "C", "C", "C", "C", "H", "H", "H", "H", "H", "H", "H", "H", "H", "H", "H", "H", "H", "H", "H", "H", "H", "H", "H", "H", "H", "H", "H", "H", "C", "O", "O", "C", "F", "F", "F", "C", "C", "H", "H", "H", "H", "H", "H", "C", "O", "O", "C", "F", "F", "F", "C", "C", "H", "H", "H", "H", "H", "H", "C", "O", "O", "C", "F", "F", "F", "C", "C", "H", "H", "H", "H", "H", "H", "C", "F", "F", "F", "S", "O", "O", "O", "C", "F", "F", "F", "S", "O", "O", "O"],
  "coordinates": [[-0.310, -6.822, 5.130], [0.870, -5.885, 4.736], [0.488, -5.134, 3.465], [1.483, -4.013, 3.139], [1.338, -3.421, 1.691], [2.526, -2.425, 1.459], [3.319, -2.976, 0.289], [2.350, -3.912, -0.431], [1.614, -4.643, 0.670], [-0.076, -2.886, 1.401], [-0.547, -1.884, 2.506], [-2.066, -1.668, 2.501], [-1.265, -6.299, 5.185], [-0.016, -7.058, 6.153], [-0.363, -7.685, 4.466], [1.855, -6.347, 4.812], [0.883, -5.099, 5.492], [-0.499, -4.715, 3.657], [0.390, -5.870, 2.667], [2.400, -4.602, 3.145], [1.593, -3.174, 3.827], [2.028, -1.536, 1.071], [3.031, -2.147, 2.384], [3.510, -2.126, -0.366], [4.224, -3.408, 0.717], [1.657, -3.296, -1.004], [2.960, -4.646, -0.956], [0.693, -5.009, 0.218], [2.277, -5.410, 1.070], [-0.672, -3.798, 1.430], [-0.055, -2.426, 0.413], [-0.209, -0.869, 2.295], [-0.359, -2.180, 3.538], [-2.625, -2.596, 2.622], [-2.368, -1.091, 1.626], [-2.415, -1.009, 3.296], [5.905, 9.186, -2.956], [4.752, 9.603, -2.029], [4.388, 8.560, -1.011], [3.427, 9.399, -0.022], [2.961, 8.675, 1.242], [2.152, 9.702, 2.141], [2.403, 9.274, 3.589], [3.544, 8.264, 3.489], [4.187, 8.441, 2.109], [2.118, 7.452, 0.937], [0.867, 7.634, 0.017], [0.068, 6.323, 0.035], [5.572, 8.479, -3.716], [6.809, 8.840, -2.455], [6.217, 10.123, -3.419], [3.896, 10.076, -2.511], [5.163, 10.476, -1.522], [5.252, 8.083, -0.547], [3.849, 7.767, -1.529], [2.446, 9.630, -0.438], [3.965, 10.285, 0.316], [1.109, 9.713, 1.823], [2.531, 10.724, 2.172], [1.521, 8.763, 3.974], [2.764, 10.091, 4.213], [3.142, 7.279, 3.729], [4.242, 8.397, 4.315], [4.741, 7.568, 1.764], [4.733, 9.385, 2.114], [1.804, 7.011, 1.883], [2.968, 6.911, 0.519], [1.320, 7.815, -0.957], [0.341, 8.539, 0.322], [-0.011, 5.771, 0.972], [0.421, 5.617, -0.717], [-0.987, 6.518, -0.160], [-2.392, -2.141, -6.228], [-0.989, -1.876, -6.896], [-0.001, -1.267, -5.856], [1.349, -0.861, -6.263], [2.260, -0.388, -5.088], [2.393, -1.468, -3.966], [3.663, -1.115, -3.221], [4.584, -0.602, -4.288], [3.716, -0.382, -5.564], [1.902, 0.986, -4.473], [1.576, 2.233, -5.367], [0.987, 3.492, -4.564], [-2.275, -2.849, -5.408], [-2.929, -2.538, -7.089], [-2.882, -1.205, -5.960], [-1.024, -1.281, -7.808], [-0.580, -2.858, -7.134], [-0.025, -2.015, -5.064], [-0.439, -0.380, -5.399], [1.381, -0.001, -6.933], [1.783, -1.677, -6.840], [1.487, -1.429, -3.361], [2.398, -2.458, -4.422], [3.395, -0.334, -2.509], [4.146, -1.910, -2.653], [4.949, 0.369, -3.954], [5.325, -1.360, -4.545], [3.922, 0.472, -6.209], [3.688, -1.340, -6.085], [2.772, 1.153, -3.838], [1.058, 0.722, -3.835], [0.868, 1.940, -6.142], [2.520, 2.418, -5.879], [1.279, 4.373, -5.136], [1.343, 3.635, -3.544], [-0.101, 3.452, -4.497], [-1.090, -3.780, -2.876], [-0.072, -4.489, -3.694], [0.262, -5.902, -3.215], [1.132, -6.599, -4.316], [1.467, -8.116, -4.007], [2.281, -8.746, -5.141], [2.197, -10.320, -4.903], [0.881, -10.503, -4.309], [0.230, -9.068, -3.941], [2.255, -8.135, -2.615], [3.611, -7.388, -2.373], [4.302, -7.641, -0.994], [-0.828, -3.518, -1.850], [-2.037, -4.318, -2.835], [-1.394, -2.827, -3.310], [0.827, -3.891, -3.845], [-0.574, -4.586, -4.656], [-0.587, -6.561, -3.030], [0.719, -5.979, -2.229], [2.086, -6.151, -4.594], [0.481, -6.684, -5.186], [3.263, -8.346, -4.887], [1.884, -8.471, -6.118], [3.070, -10.731, -4.396], [2.342, -10.879, -5.828], [0.900, -11.162, -3.442], [0.183, -11.135, -4.859], [-0.106, -8.937, -2.912], [-0.517, -8.711, -4.650], [2.377, -9.190, -2.367], [1.672, -7.719, -1.793], [3.426, -6.319, -2.474], [4.340, -7.778, -3.083], [4.769, -6.804, -0.476], [5.060, -8.412, -1.131], [3.517, -8.036, -0.349], [4.516, 4.309, -2.855], [3.389, 4.709, -1.872], [3.032, 3.609, -0.926], [4.148, 3.531, 0.260], [4.350, 2.114, 0.908], [5.243, 2.269, 2.159], [4.310, 2.474, 3.367], [2.841, 2.258, 2.885], [3.114, 1.497, 1.568], [4.993, 1.153, -0.104], [6.262, 1.626, -0.904], [7.212, 0.570, -1.599], [4.586, 5.037, -3.663], [4.431, 3.314, -3.291], [5.500, 4.361, -2.389], [2.523, 5.109, -2.400], [3.809, 5.549, -1.319], [2.937, 2.704, -1.526], [2.014, 3.693, -0.547], [3.872, 4.057, 1.174], [5.146, 3.778, -0.101], [5.700, 1.303, 2.373], [5.976, 3.076, 2.161], [4.578, 1.820, 4.197], [4.559, 3.461, 3.758], [2.381, 1.531, 3.554], [2.285, 3.190, 2.785], [3.354, 0.463, 1.819], [2.283, 1.547, 0.865], [4.115, 0.888, -0.693], [5.218, 0.295, 0.530], [6.875, 2.144, -0.167], [5.889, 2.384, -1.594], [8.111, 1.045, -1.993], [6.629, 0.038, -2.350], [7.613, -0.155, -0.890], [-5.485, -10.904, 0.924], [-4.436, -10.424, -0.093], [-4.982, -10.381, -1.602], [-6.315, -9.606, -1.833], [-6.342, -8.873, -3.189], [-7.774, -8.452, -3.550], [-7.854, -8.439, -5.026], [-6.850, -9.442, -5.468], [-6.005, -9.820, -4.388], [-5.339, -7.669, -3.046], [-5.545, -6.593, -1.953], [-4.506, -5.526, -2.274], [-6.202, -10.129, 1.196], [-4.977, -11.101, 1.868], [-5.980, -11.840, 0.667], [-3.556, -11.060, -0.001], [-3.926, -9.500, 0.177], [-5.138, -11.387, -1.991], [-4.196, -10.121, -2.312], [-6.436, -9.020, -0.922], [-7.177, -10.271, -1.878], [-7.961, -7.491, -3.071], [-8.426, -9.174, -3.058], [-7.750, -7.413, -5.379], [-8.815, -8.815, -5.377], [-6.279, -9.089, -6.327], [-7.405, -10.308, -5.826], [-4.945, -9.721, -4.624], [-6.312, -10.842, -4.165], [-5.404, -7.350, -4.086], [-4.337, -8.080, -2.932], [-5.256, -6.969, -0.972], [-6.610, -6.362, -1.972], [-3.604, -6.021, -2.633], [-4.053, -5.022, -1.421], [-4.761, -4.886, -3.119], [2.587, -0.162, 5.962], [2.692, 0.552, 7.327], [3.954, 1.522, 7.522], [4.027, 2.162, 9.009], [4.984, 3.335, 9.156], [4.601, 4.503, 8.215], [3.395, 5.196, 8.848], [3.586, 5.056, 10.373], [4.751, 4.020, 10.569], [6.496, 2.940, 9.011], [6.939, 1.620, 9.592], [8.367, 1.329, 9.165], [1.566, -0.439, 5.700], [2.986, -1.176, 5.993], [3.073, 0.399, 5.164], [2.573, -0.084, 8.205], [1.873, 1.270, 7.378], [3.936, 2.260, 6.720], [4.827, 0.968, 7.177], [4.212, 1.498, 9.853], [3.028, 2.529, 9.242], [5.453, 5.183, 8.218], [4.259, 4.145, 7.244], [3.358, 6.253, 8.581], [2.466, 4.770, 8.469], [3.878, 6.027, 10.775], [2.600, 4.669, 10.631], [5.672, 4.562, 10.784], [4.463, 3.244, 11.278], [7.084, 3.805, 9.319], [6.697, 2.804, 7.948], [6.258, 0.838, 9.256], [6.730, 1.556, 10.660], [8.595, 1.010, 8.148], [8.749, 0.444, 9.675], [9.024, 2.120, 9.527], [-5.381, 0.017, -0.937], [-6.631, 0.855, -1.253], [-6.613, 2.302, -0.657], [-5.521, 3.167, -1.269], [-5.574, 4.654, -0.872], [-6.867, 5.256, -1.406], [-6.366, 6.527, -2.131], [-5.080, 6.076, -2.886], [-4.403, 5.328, -1.689], [-5.396, 4.988, 0.651], [-4.052, 4.586, 1.278], [-3.936, 5.120, 2.659], [-5.414, -1.062, -1.091], [-4.957, 0.381, -0.001], [-4.625, 0.369, -1.639], [-7.539, 0.372, -0.891], [-6.745, 0.863, -2.337], [-6.489, 2.169, 0.418], [-7.602, 2.743, -0.779], [-5.497, 3.176, -2.359], [-4.622, 2.746, -0.818], [-7.616, 5.451, -0.638], [-7.466, 4.816, -2.203], [-6.259, 7.428, -1.527], [-7.193, 6.690, -2.823], [-4.466, 6.871, -3.309], [-5.315, 5.342, -3.656], [-4.042, 6.113, -1.024], [-3.533, 4.708, -1.904], [-6.290, 4.551, 1.096], [-5.566, 6.058, 0.773], [-3.296, 5.078, 0.666], [-3.757, 3.548, 1.130], [-3.801, 6.179, 2.439], [-3.013, 4.642, 2.985], [-4.882, 4.857, 3.132], [-5.431, -2.420, 6.328], [-6.069, -1.993, 5.097], [-6.494, -2.949, 7.074], [-4.110, -3.337, 6.096], [-4.161, -4.202, 5.032], [-3.074, -2.489, 5.937], [-3.870, -3.893, 7.301], [-5.259, -1.453, 4.040], [-6.087, -0.587, 3.137], [-5.440, 0.053, 2.536], [-6.629, -1.179, 2.400], [-6.599, 0.115, 3.796], [-4.926, -2.320, 3.470], [-4.340, -0.992, 4.404], [-5.119, -1.428, 6.654], [-0.114, 0.894, -0.795], [-0.428, 0.954, 0.555], [1.148, 0.270, -0.788], [-1.385, 0.241, -1.582], [-2.337, 1.224, -1.566], [-1.186, 0.038, -2.827], [-1.955, -0.885, -1.103], [-1.243, 1.923, 1.084], [-0.854, 2.105, 2.576], [-0.838, 1.142, 3.087], [0.062, 2.668, 2.751], [-1.620, 2.694, 3.079], [-2.229, 1.464, 1.016], [-1.126, 2.957, 0.759], [0.074, 1.884, -1.212], [-1.340, 7.048, -4.922], [-2.223, 5.914, -4.836], [-2.066, 8.034, -5.523], [-0.685, 7.336, -3.517], [-0.020, 6.291, -2.918], [0.153, 8.319, -3.541], [-1.620, 7.549, -2.544], [-2.484, 5.096, -5.981], [-2.964, 3.754, -5.259], [-3.439, 3.682, -4.281], [-3.692, 3.180, -5.832], [-2.139, 3.042, -5.274], [-1.568, 4.862, -6.524], [-3.243, 5.483, -6.660], [-0.606, 6.626, -5.608], [0.736, 3.907, 6.001], [1.844, 3.117, 5.769], [-0.298, 3.387, 5.335], [0.439, 3.979, 7.343], [1.192, 5.658, 5.252], [0.032, 6.512, 5.500], [2.327, 6.066, 6.086], [1.320, 5.470, 3.792], [-6.322, -1.045, -5.226], [-6.762, 0.219, -5.193], [-5.203, -1.114, -6.052], [-5.988, -1.513, -3.982], [-7.814, -2.219, -5.977], [-9.108, -1.534, -5.751], [-7.561, -2.448, -7.404], [-7.710, -3.481, -5.252]],
  "atomic_forces_ev_per_a": [[1.582, 0.566, 0.481], [-1.586, 0.961, 0.424], [-0.145, 0.702, 0.193], [-0.001, -1.019, -1.306], [1.238, -2.344, 0.698], [-2.428, 0.403, -0.849], [-0.055, 0.609, 0.681], [1.146, -0.193, 0.799], [-0.011, 2.340, -0.333], [0.470, 0.432, 1.853], [-0.941, 0.344, -0.552], [-0.395, 0.136, -0.412], [0.099, 0.047, -0.202], [-0.585, -0.872, -0.021], [-0.094, -0.108, 0.276], [-0.060, -0.257, -0.592], [0.138, -0.010, 0.391], [-0.152, -0.064, -0.124], [0.124, 0.226, -0.417], [0.666, 0.718, -0.319], [-0.475, -0.259, 0.058], [-0.202, 0.337, 0.234], [-0.003, -0.585, -0.045], [0.596, -0.104, 0.046], [0.165, -0.393, -0.719], [0.144, -0.290, -0.476], [-0.431, 0.146, -0.789], [-0.179, -0.239, 0.882], [-0.454, 0.123, 0.571], [-0.272, 0.223, -0.137], [-0.057, 0.056, 0.022], [0.905, -0.207, 0.084], [0.695, -0.254, -0.210], [-0.125, 0.037, -0.229], [-0.124, -0.522, -0.463], [0.462, -0.207, 0.429], [-0.725, 0.807, -0.498], [1.897, 0.646, 0.149], [-2.247, 1.074, 0.704], [-0.078, -2.106, 0.123], [0.070, 3.101, 0.746], [0.290, -0.263, 0.374], [-0.095, -0.959, -0.362], [0.519, -0.704, 1.025], [-1.845, -0.688, 1.089], [0.638, 0.368, 0.431], [2.174, -0.481, 0.583], [-0.809, 0.031, -0.048], [0.248, -0.031, -0.057], [-0.306, -0.299, 0.337], [0.069, -0.233, -0.565], [-0.162, -0.714, -0.494], [0.106, 0.058, 0.529], [0.069, 0.426, 0.301], [-0.315, -0.099, 0.180], [0.547, 0.469, -0.854], [-0.238, -0.026, -0.105], [0.241, -0.111, 0.010], [0.334, -0.107, -1.418], [0.094, 0.350, 0.482], [-0.694, 0.147, -0.104], [0.119, -0.281, -0.722], [0.308, 0.264, -0.229], [0.122, 0.307, -0.115], [0.290, -0.285, -0.353], [0.253, -0.005, 0.142], [-0.768, -1.192, -0.471], [-0.719, 0.026, -0.387], [-0.355, -0.309, -0.025], [0.693, 0.357, 0.487], [-0.015, 0.186, -0.052], [0.081, 0.148, -0.557], [1.449, 0.787, -1.945], [0.513, 0.157, 1.329], [-2.119, 0.431, 0.854], [1.258, 0.513, -0.262], [0.789, -0.865, -0.493], [-1.251, 0.448, -0.015], [-0.773, 0.079, 0.376], [-0.169, 1.112, -1.193], [-0.895, -1.194, 0.621], [-1.011, -0.400, 0.452], [0.262, -0.874, 0.862], [0.647, -1.067, -0.872], [-0.335, 0.089, -0.047], [-0.633, -0.397, 0.582], [0.084, -0.246, 0.341], [-0.304, -0.005, 0.055], [0.078, -0.093, -0.432], [0.558, -0.004, 0.247], [-0.551, 0.052, 0.058], [-0.374, -0.018, -0.078], [0.832, -0.078, 0.442], [0.069, 0.232, 0.182], [0.264, 0.169, -0.472], [0.032, -0.030, 0.156], [-0.436, -0.278, -0.113], [0.843, -0.289, -0.246], [0.437, 0.595, 0.128], [0.046, -0.183, 0.125], [0.749, 0.386, -0.651], [-0.243, 0.426, 0.095], [-0.013, 0.354, 0.226], [-0.157, 0.136, 0.070], [-0.065, 0.729, -0.100], [-0.236, 0.060, 0.078], [0.336, -0.359, -0.055], [0.073, -0.054, -0.187], [-1.145, 1.033, 0.951], [-0.369, -0.718, -0.283], [1.262, -0.991, -0.408], [-0.986, -1.767, 0.512], [-0.042, 0.931, 0.711], [1.042, -0.908, 1.701], [1.998, 1.603, -1.751], [-3.129, -0.330, 2.124], [2.056, -0.342, 0.437], [0.348, -0.671, 0.639], [0.352, -0.092, -1.052], [-1.267, -0.990, -0.302], [0.319, -0.238, 0.140], [0.081, -0.321, 0.071], [0.275, 0.119, -0.192], [0.124, -0.127, 0.078], [0.378, -0.091, -0.454], [-0.647, 0.341, -0.548], [0.566, 0.725, -0.004], [-0.148, 0.203, 0.251], [0.278, 0.223, -0.282], [0.245, -0.135, -1.101], [0.012, 0.306, 0.266], [-0.231, 0.502, 0.943], [-0.514, 0.474, -0.488], [0.359, 0.529, 0.645], [-0.099, 0.671, -0.831], [-0.417, -0.519, -0.186], [0.173, -0.036, -0.035], [0.043, -0.090, -0.231], [-1.012, -0.194, -0.609], [0.204, 0.022, -0.458], [-0.035, 0.691, -0.470], [-0.191, 0.263, -0.519], [-0.102, 0.009, 0.237], [0.226, -0.136, 0.515], [-0.025, 0.598, 0.014], [1.118, 0.648, -0.626], [0.631, -0.779, 1.443], [-1.688, -1.889, -0.146], [1.648, 0.599, 0.375], [-0.506, -0.646, 0.738], [-0.116, 1.111, 0.182], [1.857, -0.682, -0.461], [-0.897, 1.126, -0.463], [-0.297, -0.650, 0.280], [-0.299, 0.084, 0.920], [-1.347, 0.359, 0.881], [-0.157, -0.080, -0.130], [-0.343, -0.082, -0.033], [0.040, -0.090, 0.234], [-0.066, -0.208, -0.024], [-0.216, 0.265, 0.170], [0.503, -0.533, 0.286], [0.160, 0.354, 0.567], [-0.111, 0.857, -0.548], [-0.243, 0.293, 0.081], [0.439, 0.070, -0.802], [0.003, -0.224, -0.847], [-0.014, -0.340, -0.244], [-0.741, 0.243, 0.099], [-0.506, 0.531, -0.048], [-0.093, -0.194, 0.068], [0.155, -0.004, -0.337], [-0.026, -0.468, -0.207], [0.252, -0.164, -0.525], [0.177, -0.222, -0.205], [0.136, 0.234, 0.014], [0.402, -0.158, -0.299], [-0.415, 0.242, -0.351], [0.426, -0.038, -0.226], [-0.335, -0.077, 0.214], [0.660, 0.533, 0.525], [-0.430, -0.339, -1.263], [0.269, -0.828, 0.368], [0.759, -1.029, -0.257], [0.386, -0.147, 2.015], [0.278, 0.453, 2.012], [-1.372, 0.866, -0.385], [-0.940, 0.405, -3.974], [1.689, -0.344, 2.817], [-0.537, -1.113, -1.262], [0.084, -1.122, -0.791], [0.633, 0.072, -0.609], [-0.284, -0.090, -0.332], [0.089, -0.069, 0.043], [-0.041, 0.186, -0.329], [-0.216, -0.703, -0.607], [-0.803, 0.671, 0.087], [-0.248, -0.434, 0.620], [0.163, 0.872, 0.230], [-0.382, 0.984, -0.712], [0.220, -0.210, 0.130], [-0.080, -0.035, -0.136], [0.037, -0.115, -0.177], [0.284, -0.166, -0.338], [-0.221, 0.549, 0.246], [-0.063, 0.091, -0.059], [0.222, -0.063, -0.116], [-0.014, -0.276, 0.392], [0.726, 0.060, 0.998], [0.233, 1.147, 0.178], [-0.187, -0.397, 0.015], [-0.418, -0.416, -0.012], [0.274, 0.877, 0.323], [0.156, -0.589, -0.279], [-0.939, 0.520, 0.144], [-0.324, 0.414, 0.426], [0.206, -0.803, 0.769], [0.277, 1.974, 0.231], [-0.190, -1.122, 0.435], [-0.257, -0.056, -1.643], [0.293, 0.728, 0.687], [-0.642, -0.118, 0.348], [0.748, 0.214, -0.050], [0.186, -0.997, -1.260], [-1.140, 0.187, -1.171], [-1.063, 0.084, -1.104], [-1.124, -0.455, 0.184], [0.795, -0.761, 1.249], [-0.328, 0.848, -0.014], [0.849, 0.077, 0.114], [-0.142, -0.009, 0.001], [0.157, -0.329, -0.262], [-0.334, -0.223, 0.082], [-0.581, 0.519, 0.444], [0.540, -0.297, 0.908], [0.417, -0.445, -0.509], [-0.041, 0.387, -0.248], [0.102, -0.264, -0.374], [0.871, -0.019, -0.066], [0.095, -0.170, -0.307], [0.083, -0.047, 0.242], [-0.419, -0.330, 0.455], [0.378, 0.276, 1.293], [-0.044, -0.435, 0.268], [0.570, 0.079, 0.063], [-0.156, -0.073, 0.284], [-0.390, 0.435, -0.277], [0.090, -0.088, -0.579], [0.796, 0.318, 0.337], [-0.612, 0.837, -0.393], [-0.245, -0.053, 0.502], [0.127, 0.143, -0.472], [0.656, 1.646, -0.643], [-0.349, -0.184, -0.038], [-0.533, -0.734, -0.583], [-0.025, -0.088, 1.737], [0.911, -0.849, -0.764], [0.566, 2.362, -0.113], [-0.887, -0.236, -1.108], [-0.556, -0.976, 1.899], [-0.590, 1.728, 0.009], [-0.690, -1.020, -1.022], [-0.248, -0.142, -2.890], [0.071, -0.273, -1.047], [-0.454, 0.146, 0.479], [-0.136, -0.805, 0.574], [0.192, -0.180, -0.265], [0.033, 0.003, 0.187], [-0.125, 0.286, -0.100], [0.293, 0.269, 0.149], [-0.082, 0.006, -0.216], [-0.013, -0.197, 0.098], [0.526, 0.348, -0.614], [0.511, -0.022, 0.455], [0.917, -1.599, 0.214], [0.290, -0.190, 0.137], [0.229, 0.734, -0.240], [0.054, -0.120, 0.124], [-0.101, 0.183, -0.205], [0.057, 0.012, 0.025], [-0.552, -0.569, -0.015], [0.259, -0.428, 0.329], [0.267, 0.165, -0.418], [0.221, 0.200, -0.098], [-0.713, -0.388, 0.374], [-0.101, 0.206, 1.203], [-0.322, 0.447, 1.138], [0.547, 0.268, 0.970], [-4.719, -1.312, 1.455], [0.517, 0.337, -2.213], [4.203, 0.779, -1.741], [-3.050, 2.036, 1.543], [0.714, 0.178, 1.285], [1.310, -0.117, -1.090], [0.365, -1.271, -1.140], [-0.279, -1.850, 0.707], [0.829, 0.744, 0.108], [0.399, 0.082, -0.193], [-0.708, 0.210, 0.548], [-0.876, -0.273, -0.389], [0.411, -0.207, -0.402], [-0.059, 0.569, 0.325], [1.222, 0.114, 0.952], [3.049, -2.049, 0.196], [0.822, -0.329, 0.242], [-1.797, -0.301, -1.432], [0.250, 1.927, 2.525], [-0.274, -0.114, 0.565], [1.281, -0.871, -3.231], [0.431, 0.159, 0.574], [-0.448, 0.328, 2.537], [-0.849, -0.288, -0.113], [0.215, -0.021, 0.077], [0.177, -0.245, -0.340], [-0.187, 0.005, -0.024], [-0.717, 1.090, 0.082], [-0.283, -0.140, -1.348], [-0.949, 0.542, -0.371], [-2.967, 1.684, -3.564], [-0.227, -1.454, 1.593], [2.368, -0.711, 2.170], [-2.538, -1.799, 0.185], [0.970, -0.837, -0.811], [0.955, 1.427, -0.069], [-0.394, 0.939, -0.291], [-0.568, -0.867, 2.955], [0.030, -0.848, -1.904], [0.444, 1.168, 0.278], [-0.247, 0.251, -0.680], [0.363, 0.038, 0.437], [0.156, 0.155, -0.209], [0.068, 0.319, 0.155], [1.638, 0.178, 0.009], [0.238, 1.802, -0.693], [-0.941, 0.073, 0.763], [0.545, -0.086, 0.719], [0.727, -0.549, -1.955], [-2.386, 1.833, 0.701], [0.609, -1.146, 0.188], [0.249, -1.127, -1.253], [1.306, -0.886, 1.141], [-1.533, -1.835, -1.590], [0.942, -0.547, 0.531], [-1.193, 0.335, 1.483], [0.152, 1.113, -1.089], [-2.532, -0.899, -1.556], [2.544, -0.013, 0.422], [0.941, 1.131, 1.131], [0.907, 0.498, 0.911]]
}